[1]
CHF3N3 | wB97M-V/def2-TZVPD

Properties
maximum force = 4.39 eV/Å
ΔE to the lowest compared entry with this formula, charge and spin = 73.19 kcal/mol
electronic energy = -13658.320 eV

The geometry in ORCA input format:
```
! RIJCOSX wB97M-V def2-TZVPD def2/J DEFGRID3
* xyz 1 1
C 1.730 -0.556 0.354
H -1.430 0.983 0.711
F 2.042 -0.872 1.517
F -1.597 1.108 -1.255
N -1.335 0.493 -0.133
F -2.087 -0.558 0.117
N 0.737 -0.619 -0.503
N 1.939 0.021 -0.807
*
```

[2]
C9H4AsClINOS4W | wB97M-V/def2-TZVPD

Properties
maximum force = 2.72 eV/Å
ΔE to the lowest compared entry with this formula, charge and spin = 26.04 kcal/mol
electronic energy = -139547.562 eV

The geometry in ORCA input format:
```
! RIJCOSX wB97M-V def2-TZVPD def2/J DEFGRID3
* xyz 2 1
C 1.657 3.609 0.026
Cl 3.691 5.382 -0.178
C 3.937 2.740 0.095
W -0.283 -0.246 0.079
S -2.351 0.130 -1.045
H 0.968 5.649 -0.095
C 0.679 4.608 -0.019
C 1.204 2.284 0.139
As -1.967 -2.063 -0.463
H 5.004 2.915 0.073
I 4.730 -0.212 0.409
C 2.100 1.223 0.269
S -1.181 -1.447 1.798
H -1.434 5.010 0.028
O 1.460 0.028 0.403
N -0.129 1.926 0.162
C 3.464 1.426 0.241
S -3.327 -3.563 -0.765
C -0.660 4.256 0.046
C -1.028 2.927 0.124
S 0.157 -2.048 -1.365
H -2.072 2.642 0.163
C 3.074 3.808 -0.010
*
```

[3]
C16H13F2IN2O | wB97M-V/def2-TZVPD

Properties
maximum force = 2.39 eV/Å
ΔE to the lowest compared entry with this formula, charge and spin = 0.00 kcal/mol
electronic energy = -35363.828 eV

The geometry in ORCA input format:
```
! RIJCOSX wB97M-V def2-TZVPD def2/J DEFGRID3
* xyz 0 1
H 1.376 0.733 0.796
C -0.810 4.481 4.400
C -0.499 -5.009 -2.104
N -2.853 3.002 5.420
O 0.655 2.742 3.285
C 0.393 -4.822 -4.336
H 0.180 2.725 5.278
H -0.681 5.435 4.978
H -2.516 1.749 -0.641
C -0.454 -5.444 -3.425
C 1.143 -3.342 -2.610
C 0.681 0.806 -0.032
H 0.431 -5.163 -5.364
F 1.920 -2.320 -2.214
C -1.133 1.026 -2.132
F -0.973 1.623 1.435
C 0.308 -3.956 -1.692
C 1.059 0.438 -1.318
C 0.153 0.551 -2.367
H 0.450 0.267 -3.371
C -1.516 1.384 -0.845
H 0.225 1.875 3.444
C 0.457 3.500 4.493
H -1.162 -5.492 -1.396
C 1.769 4.261 4.899
N 2.717 4.661 5.450
I -1.119 5.044 2.321
C -0.604 1.272 0.189
C -2.077 3.689 4.881
H -1.837 1.117 -2.952
H -1.081 -6.269 -3.744
H 1.852 -3.259 -4.627
H 0.293 -3.608 -0.666
C 1.193 -3.761 -3.929
H 2.059 0.064 -1.501
*
```

[4]
C8H18N2O10 | wB97M-V/def2-TZVPD

Properties
maximum force = 11.21 eV/Å
ΔE to the lowest compared entry with this formula, charge and spin = 111.63 kcal/mol
electronic energy = -32031.068 eV

The geometry in ORCA input format:
```
! RIJCOSX wB97M-V def2-TZVPD def2/J DEFGRID3
* xyz 0 1
H 2.525 -2.017 0.343
H 0.799 3.156 1.278
H 0.354 4.035 -3.430
O 2.282 3.321 -0.225
O 0.966 5.089 -1.073
H 1.265 -3.258 0.752
C -1.639 -3.616 0.475
H 2.480 3.173 1.812
H 1.765 3.509 -4.383
H -0.213 -0.355 1.408
C 1.778 3.598 1.094
O -2.753 -3.056 0.851
O -0.286 -1.177 -0.516
H 1.739 4.670 1.286
C -0.624 -4.280 -1.509
O -1.628 2.666 1.477
H -4.046 -2.224 2.108
C -1.004 0.384 1.531
C -2.965 -2.331 2.018
H 1.142 -1.572 1.379
H 1.470 5.241 -3.616
H -2.713 -2.944 2.883
H 0.290 -3.707 -1.352
N -0.678 1.857 1.286
H -2.478 -1.363 1.898
O 1.106 -2.157 -1.794
H -0.804 -4.213 -2.582
C 1.473 -2.206 0.556
O 2.070 3.644 -2.413
O 0.486 2.104 1.091
C 1.711 4.111 -1.210
O -1.753 -3.822 -0.790
N 0.772 -1.774 -0.680
H -1.328 0.360 2.571
C 1.429 4.153 -3.570
H -0.426 -5.325 -1.270
H -1.921 -0.018 1.100
O -0.644 -3.657 1.216
*
```

[5]
C25H22NO5Sc | wB97M-V/def2-TZVPD

Properties
maximum force = 3.23 eV/Å
ΔE to the lowest compared entry with this formula, charge and spin = 0.00 kcal/mol
electronic energy = -58707.628 eV

The geometry in ORCA input format:
```
! RIJCOSX wB97M-V def2-TZVPD def2/J DEFGRID3
* xyz 0 1
C 6.787 0.145 1.531
O 7.236 1.621 4.775
C 0.019 0.422 2.131
C -5.252 -0.302 -2.567
O 3.611 -1.340 -0.749
C -6.632 -0.122 -2.470
Sc 0.072 -0.040 -0.244
H -6.964 -0.637 0.890
C -1.894 1.075 1.004
H 7.829 -0.004 1.254
C 0.319 1.350 -2.238
O 8.740 1.043 3.270
H -8.355 -0.254 -1.173
C 5.153 0.911 3.179
H -1.821 0.836 -2.639
C -0.314 -0.869 -2.553
C 4.108 0.530 2.327
H 6.013 -0.725 -0.252
C 3.270 -0.576 0.162
H -1.870 -0.825 2.216
H -0.900 -1.743 -2.859
C 0.291 1.669 1.452
H 4.965 1.345 4.162
H -7.219 0.227 -3.338
C -1.332 0.041 1.813
H -1.913 -3.109 -1.379
H -4.515 -1.131 0.645
C -5.128 -0.866 -0.211
C -0.798 0.492 -2.464
H 0.289 2.443 -2.253
H -1.066 3.009 0.236
H -4.740 -0.057 -3.502
C -6.496 -0.624 -0.096
C -4.489 -0.768 -1.454
C 6.496 0.737 2.778
H -3.326 -3.026 -0.145
H 3.072 0.665 2.669
H -2.939 1.189 0.749
H 2.507 0.901 -2.175
C 4.378 -0.048 1.061
C 1.489 0.522 -2.178
C -0.900 2.061 0.756
H 1.743 -1.731 -2.346
C 1.094 -0.853 -2.336
C -3.129 -1.307 -1.594
H 0.678 -0.085 2.837
O 2.041 -0.158 0.398
C 5.741 -0.246 0.694
H 1.192 2.278 1.553
H -2.601 -1.101 -2.530
C -2.668 -2.522 -0.846
N 7.550 1.154 3.651
O -2.158 -1.254 -0.369
C -7.266 -0.344 -1.233
*
```

[6]
C14H22N2O3S2Y | wB97M-V/def2-TZVPD

Properties
maximum force = 4.65 eV/Å
electronic energy = -46674.381 eV

The geometry in ORCA input format:
```
! RIJCOSX wB97M-V def2-TZVPD def2/J DEFGRID3
* xyz 3 1
H -4.744 -0.381 1.108
H 1.133 0.577 -2.066
C 1.171 -0.248 1.192
H 1.066 -1.131 -0.554
C 0.705 0.228 2.610
S -2.630 2.642 0.468
H -3.512 0.477 2.143
H -4.077 -1.001 -1.985
C -3.230 -0.263 -2.080
H 2.119 2.023 -2.429
O 1.894 0.600 3.227
H 0.901 -3.462 0.664
O -0.377 0.571 2.875
C -1.972 -1.106 -2.559
H 0.691 3.525 -1.262
H 3.429 1.956 -0.400
C 0.478 2.446 -1.079
C 2.727 1.089 -0.527
H 2.980 -2.807 -0.670
H -1.080 -0.974 -1.896
N -3.087 0.375 -0.747
C -2.649 -0.567 0.322
H 0.209 2.378 0.007
N 0.687 -1.283 0.388
H -1.643 -0.274 0.698
C 2.501 1.341 2.204
H 3.506 -1.710 0.633
S -1.114 2.069 -1.999
O 3.611 2.006 2.441
C 1.422 -2.505 0.921
H -2.714 -1.644 0.014
C 2.910 -2.657 0.446
C 1.603 1.477 -1.587
H 3.301 0.221 -0.944
H -3.566 0.454 -2.874
H -2.193 -2.190 -2.708
C -3.699 -0.432 1.520
H 1.487 -2.456 2.046
H 3.454 -3.467 0.962
H -3.672 -1.340 2.172
H -1.683 -0.692 -3.567
Y 3.907 3.814 2.793
C 2.107 0.747 0.850
C -2.359 1.572 -0.774
*
```

[7]
C16H15FN4O2S2 | wB97M-V/def2-TZVPD

Properties
maximum force = 17.23 eV/Å
electronic energy = -51266.183 eV

The geometry in ORCA input format:
```
! RIJCOSX wB97M-V def2-TZVPD def2/J DEFGRID3
* xyz 0 1
S -3.846 0.544 -1.610
H -1.424 4.331 4.320
H -4.520 -0.742 0.289
C -2.959 0.832 1.022
H -1.145 0.086 -4.411
C 0.646 3.755 3.596
C 1.011 2.956 2.471
C -1.085 1.783 1.961
H -1.030 0.492 0.501
H -2.247 1.676 -2.826
N 0.871 -1.694 -2.459
C -1.655 2.974 2.617
C 2.212 -2.995 -1.018
O 0.563 -1.887 -4.673
C -0.923 3.744 3.640
C -2.120 1.033 -1.993
N 1.862 -2.877 -2.150
H 4.742 -2.340 -0.567
C 4.298 -3.197 0.092
S 1.143 -2.145 0.262
O -3.938 1.152 1.731
H 1.172 4.504 4.000
F 1.002 1.195 1.010
N -1.793 0.995 1.086
C 0.445 -1.270 -3.561
H 4.979 -3.768 0.324
H -2.554 -0.886 -0.106
H 3.447 -4.552 -1.657
H -2.573 2.761 3.019
C -3.455 -0.384 0.097
C 3.379 -3.750 -0.622
H -1.822 1.807 -1.215
H 4.026 -2.591 0.948
N -0.488 -0.291 -1.030
C 0.405 1.902 1.856
C -0.723 -0.360 -3.624
C -1.217 0.071 -2.373
H 2.141 2.972 2.345
H 2.725 -4.639 -0.007
C 0.449 -1.198 -1.288
*
```

[8]
C22H29IrN3O3S2 | wB97M-V/def2-TZVPD

Properties
maximum force = 3.72 eV/Å
ΔE to the lowest compared entry with this formula, charge and spin = 18.99 kcal/mol
electronic energy = -58397.447 eV

The geometry in ORCA input format:
```
! RIJCOSX wB97M-V def2-TZVPD def2/J DEFGRID3
* xyz 0 6
H -1.214 2.788 -2.906
H -0.516 1.012 -3.959
H 1.084 0.940 -3.211
H -0.099 2.810 3.512
C 0.018 0.569 -3.139
C 1.414 2.774 1.229
C -3.022 -1.727 -1.598
C 2.137 -2.256 -0.663
C 0.875 3.280 3.587
H -0.507 -3.814 4.002
C 0.311 4.856 1.677
S 0.809 -4.662 -3.599
C 2.778 4.397 2.173
H 1.323 -2.658 -1.293
C 2.716 -1.211 1.441
S -0.511 -3.270 -2.564
H -0.746 4.469 1.666
H -1.118 2.955 -1.083
C 0.529 -2.214 1.188
H 2.764 -1.553 -1.238
H 3.152 -2.102 1.907
H 0.348 2.975 -2.031
O 0.184 -5.964 -3.653
H -2.459 -4.226 2.635
H 0.742 4.147 4.228
C -1.634 -3.630 2.241
C -4.264 -1.112 -1.754
C -4.291 0.278 -1.687
H -2.849 -2.800 -1.546
H 1.584 2.556 4.040
H 3.550 3.745 2.614
H 0.319 5.664 2.377
H 2.757 -3.091 -0.302
C 0.630 -2.730 2.468
C -0.645 2.546 -2.008
C -0.478 -3.383 3.029
C -1.905 -0.951 -1.279
H 2.790 5.307 2.816
H -2.696 -3.114 0.381
N -0.580 1.048 -1.884
C 1.307 1.724 0.557
C 1.340 3.827 2.191
H 2.339 -0.520 2.189
H -3.152 2.154 -1.631
H 3.414 -0.630 0.870
N -0.751 -1.360 -0.581
C -0.719 -2.253 0.481
Ir 0.509 0.230 -0.198
O 2.052 -4.624 -2.861
O 0.713 -3.895 -4.814
C -1.902 0.415 -1.677
H 1.605 -2.708 2.969
H 3.158 4.638 1.170
N 1.585 -1.522 0.527
C -3.121 1.078 -1.681
C -1.776 -3.025 0.971
H -5.273 0.771 -1.820
H -0.037 -0.515 -3.231
H -5.144 -1.688 -1.954
H 0.577 5.255 0.708
*
```

[9]
C34H39CaIN8O2 | wB97M-V/def2-TZVPD

Properties
maximum force = 0.19 eV/Å
ΔE to the lowest compared entry with this formula, charge and spin = 6.44 kcal/mol
electronic energy = -78438.839 eV

The geometry in ORCA input format:
```
! RIJCOSX wB97M-V def2-TZVPD def2/J DEFGRID3
* xyz 2 1
H -1.888 3.828 0.134
H 3.680 2.776 -1.315
C 0.667 2.570 4.457
H 0.505 3.630 4.605
N -2.592 0.714 -0.548
C -3.155 -4.556 -1.626
H 1.285 -1.261 -5.708
C -2.726 -0.902 3.896
C -2.923 2.600 -1.977
C 1.253 0.363 -1.437
H -0.501 2.858 -0.375
C 1.325 -0.595 -3.678
C -2.359 -3.432 -1.769
N 2.753 1.243 -3.120
C -0.225 2.809 2.117
C 2.250 1.291 -1.906
H 3.595 -1.722 -0.282
I -0.112 -3.312 1.947
H -2.728 3.645 -2.179
N 0.467 0.666 3.031
H -2.173 -5.529 1.461
C -3.094 -5.312 -0.464
C -1.495 2.804 0.074
C -1.481 -3.042 -0.757
C 0.860 -1.559 -4.747
H -4.595 -0.105 -3.118
C -1.445 -3.810 0.405
H 2.089 -3.088 -4.626
C -3.546 0.706 5.441
C -3.306 1.677 4.480
N 4.457 -1.833 -0.799
C -3.961 0.516 -2.501
N 5.467 0.899 -3.139
C 5.047 -0.553 -1.152
H 1.148 -1.126 3.780
H -0.225 -1.509 -4.853
C -3.255 -0.613 5.142
H -2.724 3.330 2.561
H -3.433 2.168 1.446
C -3.378 -0.003 -1.363
C 0.300 1.975 3.260
H -2.421 -2.832 -2.669
C 1.241 1.793 5.450
H 6.228 -1.070 -2.919
H 1.877 -0.205 5.954
H 2.685 0.385 -5.008
O 0.866 0.449 -0.218
H 0.592 2.920 1.400
H 1.535 2.236 6.393
N -2.492 0.024 2.963
C -0.062 -1.722 -1.985
H -3.544 -1.036 -1.081
C -2.613 2.319 2.151
Ca -0.851 -0.230 1.027
H 2.024 3.144 -0.867
H -2.476 -1.923 3.632
C 0.821 -0.624 -2.355
C 5.326 -0.520 -2.656
H -0.150 -2.507 -2.734
C 1.023 -0.070 3.994
N -1.352 2.200 1.402
H 4.485 1.318 -3.196
O 1.159 -2.915 -4.449
H 4.479 -0.946 -3.188
H 4.349 0.250 -0.913
H -3.430 -1.407 5.854
H -3.524 2.718 4.678
H -4.154 2.288 -3.706
C 2.753 2.333 -0.954
H -3.714 -6.190 -0.348
H 5.970 -0.345 -0.602
C -2.233 -4.939 0.557
C -2.787 1.300 3.252
C -3.718 1.845 -2.820
H -0.484 3.811 2.481
H 2.888 1.923 0.048
H 6.044 1.455 -2.509
H 5.082 -2.423 -0.269
C 1.431 0.443 5.213
N -0.678 -1.875 -0.868
H -3.954 0.979 6.405
H 5.894 0.944 -4.064
H -3.828 -4.840 -2.424
C -2.387 1.998 -0.846
C 2.273 0.340 -4.006
*
```

[10]
C27H28N4O6 | wB97M-V/def2-TZVPD

Properties
maximum force = 0.85 eV/Å
ΔE to the lowest compared entry with this formula, charge and spin = 0.00 kcal/mol
electronic energy = -46701.005 eV

The geometry in ORCA input format:
```
! RIJCOSX wB97M-V def2-TZVPD def2/J DEFGRID3
* xyz 0 1
C 1.780 1.097 1.084
H -1.506 2.131 3.116
C -6.560 0.384 -1.116
H 5.427 -1.156 -0.647
C 5.408 0.901 -1.261
C -0.929 -1.080 -1.681
C -0.400 2.327 -0.101
C -0.430 2.030 1.257
H 0.644 1.168 2.893
H 6.087 -2.171 2.215
C 6.969 -2.227 1.565
C 6.560 -0.018 0.812
H -2.053 3.310 1.879
C -5.317 -1.396 -0.063
H -5.149 -2.453 0.057
H 6.699 -2.751 0.642
H 4.225 1.672 0.312
H 0.636 -0.594 -3.117
H 0.733 2.223 -1.917
C 6.107 -0.302 -0.626
O -3.871 3.098 0.633
H -1.124 1.308 -3.890
H 6.073 1.770 -1.250
H -4.130 -2.778 1.873
H 5.686 0.026 1.482
O -1.597 -0.302 2.568
H -1.251 2.806 -0.561
H -0.908 -1.579 1.072
H -3.249 1.013 -2.208
C -0.511 -2.276 -0.875
N 4.172 1.238 -0.595
C 0.706 2.003 -0.862
C -6.335 -0.970 -0.890
N -3.476 -0.834 1.432
H -2.588 -2.274 2.620
C -2.424 -2.817 0.521
O 2.815 0.497 -2.243
C -5.733 1.311 -0.525
H 5.143 0.665 -2.295
H -6.960 -1.705 -1.374
H -0.800 -3.196 -1.397
C -3.781 1.907 0.844
C 0.669 1.417 1.843
C -0.337 -0.415 -2.710
C -3.198 -2.235 1.715
O 7.493 -0.946 1.310
H -5.852 2.371 -0.694
H 7.756 -2.782 2.072
N -2.741 1.392 1.607
H 2.613 0.589 1.550
H -7.364 0.701 -1.762
C -4.490 -0.463 0.567
C -1.681 2.298 2.051
N -1.190 -2.282 0.401
C -2.327 0.471 -2.282
O -2.897 -3.639 -0.230
H 6.989 -0.550 -1.220
H 0.571 -2.269 -0.731
C -1.254 0.594 -3.103
H 7.081 0.943 0.848
C 2.958 0.990 -1.141
C -4.693 0.900 0.311
C 1.805 1.383 -0.277
C -2.553 0.065 1.905
O -2.143 -0.541 -1.412
*
```